1.
C60H73AlN6P3S as an isolated structure at a distorted geometry, computed with the ωB97M-V functional and the def2-TZVPD basis.

The LUMO energy is -8.888 eV. Its total energy is -4322.70486 hartree. Its HOMO energy is -13.568 eV.

Geometry as ORCA input:
```
! wB97M-V def2-TZVPD RIJCOSX def2/J DEFGRID3
* xyz 3 1
Al -0.32270 0.29810 -0.13644
N -0.97558 1.35395 4.08401
C -0.76589 1.44895 2.78013
N -0.68879 0.43085 1.96386
C -0.76927 -0.84802 2.51379
N -0.77292 -1.87640 1.72337
N -0.73305 -1.55168 0.43242
C -0.94085 -2.47126 -0.46543
C -0.98338 -1.99428 -1.80190
C -1.19056 -2.81895 -2.90982
C -1.26096 -2.24605 -4.16238
C -1.13011 -0.85948 -4.27627
C -0.88138 -0.12011 -3.13768
N -0.82074 -0.65211 -1.91694
C -0.92226 -1.02607 3.93423
C -0.99153 -2.28673 4.53584
C -1.21718 -2.38455 5.89357
C -1.36449 -1.23501 6.66991
C -1.28063 0.02377 6.09854
C -1.06295 0.12668 4.73133
H -1.04996 2.19113 4.64905
H -0.67221 2.43749 2.35462
H -1.13530 -3.50464 -0.21052
H -1.30511 -3.87976 -2.75443
H -1.40802 -2.85576 -5.03945
H -1.20884 -0.37613 -5.23862
H -0.70811 0.94821 -3.18763
H -0.88725 -3.15609 3.90921
H -1.29402 -3.35537 6.35874
H -1.55992 -1.33100 7.72577
H -1.37824 0.91734 6.69695
C 7.71059 3.80537 -2.18577
S 7.67526 2.97134 -0.58140
C 6.58042 1.55196 -0.93783
C 5.14451 1.81318 -0.49015
C 4.31179 0.54181 -0.68230
N 2.87921 0.71590 -0.40932
P 2.06209 0.11672 0.98226
C 3.13775 -1.21553 1.62268
C 2.81034 -2.56249 1.49000
C 3.74185 -3.53468 1.82082
C 4.99834 -3.17327 2.28281
C 5.31113 -1.83467 2.46179
C 4.38497 -0.85733 2.14417
C 2.35433 1.39274 2.24918
C 2.65043 2.70828 1.91565
C 2.82705 3.65530 2.90988
C 2.70810 3.29493 4.24295
C 2.40796 1.98283 4.58010
C 2.22010 1.03622 3.58984
P 1.77885 0.75201 -1.72783
C 2.53843 2.02214 -2.80269
C 3.61864 1.75665 -3.64360
C 4.24854 2.79153 -4.31295
C 3.82833 4.10362 -4.14531
C 2.72537 4.36650 -3.35027
C 2.07678 3.33126 -2.69964
C 2.11200 -0.80177 -2.63991
C 2.46952 -1.95740 -1.94815
C 2.69073 -3.14196 -2.62698
C 2.54241 -3.19290 -4.00272
C 2.16808 -2.05271 -4.69734
C 1.94257 -0.86526 -4.02361
H 8.32348 4.69415 -2.06819
H 6.70278 4.08425 -2.48032
H 8.16265 3.14998 -2.92495
H 6.99649 0.70917 -0.38766
H 6.63527 1.33787 -2.00325
H 4.71946 2.63247 -1.07326
H 5.14113 2.10555 0.56076
H 4.71806 -0.24499 -0.03991
H 4.43189 0.20038 -1.71425
H 1.83027 -2.85856 1.14005
H 3.49183 -4.57749 1.70272
H 5.73189 -3.93199 2.51088
H 6.28109 -1.54351 2.83776
H 4.62877 0.18351 2.30678
H 2.77171 2.97502 0.87577
H 3.07569 4.66874 2.63767
H 2.86235 4.02274 5.02337
H 2.33773 1.69017 5.61642
H 2.00752 0.00786 3.85738
H 3.97252 0.74662 -3.78721
H 5.07738 2.56774 -4.96538
H 4.35090 4.91489 -4.63066
H 2.37692 5.38104 -3.22614
H 1.20449 3.54260 -2.10451
H 2.61792 -1.92301 -0.87656
H 2.99328 -4.01994 -2.08018
H 2.73866 -4.10987 -4.53180
H 2.06449 -2.08740 -5.77114
H 1.66526 0.02158 -4.57881
C -5.75875 3.05082 2.39546
C -4.80503 4.24176 2.21161
C -3.39337 3.77865 1.81094
C -3.56336 2.60089 0.85107
C -4.04169 1.37157 1.64246
C -4.96597 1.80796 2.79152
P -2.18651 2.20385 -0.37386
C -1.17426 3.72874 -0.77607
C -1.91239 5.04364 -1.09282
C -1.15542 6.26613 -0.56678
C 0.33261 6.10625 -0.84043
C 0.90779 5.00653 0.05908
C -0.11824 3.88970 0.32237
C -3.22485 1.95990 -1.91244
C -4.20739 3.08046 -2.32568
C -5.52889 2.51369 -2.86067
C -5.27889 1.35556 -3.81989
C -4.50822 0.20871 -3.13890
C -3.96991 0.63212 -1.77461
H -6.32415 2.85527 1.48187
H -6.48679 3.28149 3.16960
H -4.74091 4.80707 3.14115
H -5.19394 4.91085 1.44274
H -2.83425 3.47783 2.69808
H -2.86950 4.61355 1.35221
H -4.38063 2.88612 0.17932
H -3.19598 0.80876 2.04211
H -4.60040 0.70144 0.98807
H -4.38466 2.03591 3.68722
H -5.64032 0.99125 3.04736
H -0.66044 3.39829 -1.69041
H -2.91856 5.05259 -0.68241
H -2.00717 5.13636 -2.17512
H -1.31543 6.39697 0.50372
H -1.54352 7.15167 -1.06618
H 0.87101 7.03488 -0.65513
H 0.45801 5.85674 -1.89575
H 1.18835 5.43866 1.02077
H 1.82078 4.61130 -0.38643
H -0.63232 4.12416 1.25626
H 0.39548 2.90862 0.43733
H -2.49341 1.85198 -2.72015
H -3.74085 3.68271 -3.10581
H -4.44838 3.75702 -1.50534
H -6.05277 3.31003 -3.38829
H -6.17044 2.20152 -2.03608
H -4.70447 1.73517 -4.66583
H -6.22408 0.98730 -4.21468
H -3.66707 -0.08322 -3.77135
H -5.14332 -0.66797 -3.01594
H -3.29163 -0.13091 -1.36998
H -4.79674 0.73549 -1.07335
*
```

These are the Mulliken partial charges, in e, on atoms 1 to 5: atom 1 (Al): -0.462, atom 2 (N): 0.994, atom 3 (C): -0.863, atom 4 (N): 0.506, atom 5 (C): 0.369

2.
An isolated molecule of C7H15NO, computed with the ωB97M-V functional and the def2-TZVPD basis.

The LUMO energy is 0.926 eV. Its total energy is -405.66699 hartree. The calculation puts the relative energy (zero: lowest compared OMol25 entry of this formula, charge and spin) at 184.6 kJ/mol. Its HOMO energy is -9.063 eV.

Geometry as ORCA input:
```
! wB97M-V def2-TZVPD RIJCOSX def2/J DEFGRID3
* xyz 0 1
C -1.30604 0.10980 -2.00183
C -1.05067 0.72828 -0.83690
C -1.39208 2.18514 -0.65394
C -0.45993 0.04171 0.39390
C -1.20664 -1.24623 0.77982
N 1.01416 -0.04813 0.32969
C 1.52282 -0.96450 -0.69589
C 1.59972 -0.37035 1.61808
O 2.88341 0.21561 1.65582
H -1.07364 -0.93935 -2.15578
H -1.73024 0.64430 -2.84741
H -1.75449 2.64602 -1.57862
H -0.51621 2.74903 -0.31888
H -2.18223 2.28907 0.09830
H -0.68101 0.73429 1.22027
H -2.28999 -1.11110 0.67606
H -0.92570 -2.10746 0.16879
H -1.01571 -1.50027 1.82872
H 1.36219 -0.55950 -1.69932
H 2.60791 -1.09854 -0.60773
H 1.07457 -1.96189 -0.64362
H 1.68803 -1.44744 1.80088
H 1.03821 0.06481 2.45103
H 2.79356 0.94670 1.01855
*
```

These are the Mulliken partial charges, in e, on atoms 1 to 5: atom 1 (C): -1.268, atom 2 (C): 0.644, atom 3 (C): -1.445, atom 4 (C): 0.074, atom 5 (C): -1.417

3.
C25H53Br21OPS as an isolated structure at a distorted geometry, computed with the ωB97M-V functional and the def2-TZVPD basis.

The LUMO energy is -2.946 eV. Its total energy is -55853.22204 hartree. Its HOMO energy is -11.065 eV.

Geometry as ORCA input:
```
! wB97M-V def2-TZVPD RIJCOSX def2/J DEFGRID3
* xyz 1 1
C -2.47915 -1.17518 2.27679
C -1.76274 -1.94186 3.33385
O -1.29232 -1.02478 4.30463
C 0.06409 -0.95735 4.51019
C 0.76051 0.06927 3.62162
P 1.60333 -0.55828 2.16162
C 1.89656 -2.31152 2.16054
S 3.43757 0.37800 2.00843
Br 0.50861 -0.03634 0.36367
H -2.66492 -1.74591 1.40211
H -1.90845 -0.30810 2.07435
H -3.37222 -0.81906 2.71331
H -0.98355 -2.55922 2.93805
H -2.47215 -2.59296 3.79014
H 0.19138 -0.61989 5.50553
H 0.53662 -1.91575 4.46023
H 1.49138 0.64323 4.15234
H 0.01875 0.74629 3.28607
H 2.08047 -2.65026 3.14901
H 1.05880 -2.79230 1.72477
H 2.71210 -2.48436 1.51788
H 3.74727 0.04875 0.75523
Br 2.57349 1.02171 -2.94435
C 3.03870 -0.73678 -3.64920
C 2.55205 -1.80771 -2.68389
Br 3.73636 -1.94153 -1.13558
H 4.09286 -0.72146 -3.82482
H 2.51924 -0.81259 -4.60067
H 2.54668 -2.79404 -3.10796
H 1.55403 -1.58229 -2.32223
Br 4.57677 -2.99021 -4.05919
C 6.22467 -3.96631 -4.44447
C 7.33991 -3.48655 -3.56289
Br 8.03055 -1.76592 -4.15409
H 6.43165 -3.84203 -5.50020
H 6.00277 -5.01115 -4.24416
H 8.18070 -4.17106 -3.61351
H 7.03843 -3.36407 -2.52915
Br 0.43112 3.86331 1.26562
C 2.21099 3.65786 0.51014
C 2.55952 4.74306 -0.47168
Br 1.61270 4.45951 -2.13959
H 2.22484 2.67525 0.05086
H 2.89262 3.67203 1.35747
H 3.62029 4.69336 -0.70926
H 2.31137 5.74275 -0.13523
Br -6.11378 -1.96069 1.13665
C -7.12053 -2.52841 2.70110
C -6.65097 -1.82070 3.94029
Br -4.96104 -2.54658 4.58252
H -7.02068 -3.60483 2.76631
H -8.15458 -2.27399 2.48584
H -7.35431 -1.96901 4.75479
H -6.49734 -0.75931 3.78460
Br -9.28807 -3.11034 -2.06707
C -7.84916 -1.85273 -2.42231
C -7.16752 -2.13499 -3.73040
Br -5.97040 -3.66756 -3.60727
H -7.17492 -1.90840 -1.57789
H -8.32429 -0.87567 -2.44836
H -6.53257 -1.29951 -4.01286
H -7.86490 -2.34551 -4.53130
Br 5.88692 5.01280 -3.53109
C 6.32910 6.08758 -1.97331
C 7.49729 5.52121 -1.21823
Br 6.97485 3.96171 -0.17352
H 5.43397 6.14741 -1.36620
H 6.56642 7.07332 -2.36351
H 7.86936 6.24065 -0.49414
H 8.30575 5.20973 -1.86780
Br -1.52004 3.44138 5.93784
C -0.17276 4.81718 5.66277
C 0.53772 4.63187 4.35349
Br 1.81140 3.15898 4.46178
H 0.49437 4.77361 6.51520
H -0.70980 5.76128 5.66983
H 1.12665 5.51027 4.10632
H -0.13093 4.40814 3.53498
Br 8.96630 -6.65693 -1.80339
C 10.31546 -7.25166 -3.07183
C 10.29311 -6.42064 -4.32533
Br 8.78922 -6.87830 -5.47173
H 10.12846 -8.30243 -3.25515
H 11.26726 -7.13702 -2.56092
H 11.18047 -6.60955 -4.92268
H 10.21611 -5.35953 -4.12019
Br -3.06153 3.81404 2.22005
C -4.72830 3.60717 3.20784
C -4.97167 2.17410 3.59556
Br -5.56678 1.10676 2.08052
H -5.51267 4.01073 2.57933
H -4.61819 4.22826 4.09239
H -5.77394 2.11148 4.32575
H -4.08562 1.69221 3.98803
Br -9.34362 2.01958 -1.87388
C -10.10449 2.56656 -3.58001
C -10.76199 1.41439 -4.28578
Br -9.44652 0.22461 -5.08072
H -9.29932 3.00557 -4.15608
H -10.83704 3.33138 -3.33777
H -11.36822 1.76954 -5.11440
H -11.37196 0.81000 -3.62539
*
```

These are the Mulliken partial charges, in e, on atoms 1 to 5: atom 1 (C): -0.198, atom 2 (C): -0.119, atom 3 (O): -0.366, atom 4 (C): -0.983, atom 5 (C): -0.434

4.
C7H10 as an isolated structure, computed with the ωB97M-V functional and the def2-TZVPD basis.

The LUMO energy is 0.970 eV. Its total energy is -272.54944 hartree. The calculation puts the relative energy (zero: lowest compared OMol25 entry of this formula, charge and spin) at 442.6 kJ/mol. Its HOMO energy is -8.452 eV.

Geometry as ORCA input:
```
! wB97M-V def2-TZVPD RIJCOSX def2/J DEFGRID3
* xyz 0 1
C -1.50099 0.42603 -1.37374
C -0.41483 0.00614 -0.40325
C -0.26857 0.66581 1.01227
C 1.16256 0.06608 0.93001
C 1.09587 0.41782 -0.59355
C 0.80166 -1.41762 0.81535
C -0.23262 -1.51614 -0.15142
H -1.35282 -0.05780 -2.34824
H -2.48779 0.12223 -0.99904
H -1.50602 1.51517 -1.52248
H -0.92727 0.31259 1.82021
H -0.28280 1.76325 0.96277
H 1.98027 0.38514 1.58663
H 1.70859 -0.17766 -1.28451
H 1.21821 1.49014 -0.79636
H 1.40393 -2.24930 1.19137
H -0.34367 -1.75039 1.21230
*
```

These are the Mulliken partial charges, in e, on atoms 1 to 5: atom 1 (C): -1.484, atom 2 (C): 1.037, atom 3 (C): -0.762, atom 4 (C): -0.229, atom 5 (C): -0.713